Entry 1:
The following is a quantum chemistry calculation of C25H18AsNO5Pt as an isolated structure, from OMol25.

Atoms and positions in Å:
1 C 0.42523 -7.02308 -1.40183
2 H -0.39352 -4.34610 1.26945
3 O -3.63707 1.83347 0.27511
4 H 0.88360 -5.37369 -2.69176
5 C 2.20305 -2.48274 -1.62403
6 H -3.92647 -1.10305 -2.75784
7 C 4.85499 -1.84195 -2.04713
8 C -0.53822 -2.59645 -3.86915
9 C 1.00817 2.50196 -0.03496
10 C 3.85826 -1.08179 -2.64089
11 C 0.55250 -5.67708 -1.70480
12 C 4.52834 -2.92315 -1.23996
13 C -1.48846 -2.24922 -4.81811
14 C -0.81888 -2.40412 -2.52144
15 H 0.65372 -7.76962 -2.15087
16 C -1.42227 3.81891 0.06134
17 H -2.38602 4.30585 0.10080
18 C -2.03960 -1.87350 -2.11392
19 H -0.61850 -6.76364 1.81268
20 C -2.49514 1.43247 0.24834
21 H 4.11633 -0.22731 -3.25168
22 H 0.41345 -3.00608 -4.18545
23 As 0.40428 -2.86273 -1.12675
24 C 2.21134 1.55821 -0.07955
25 H 5.89366 -1.58278 -2.20454
26 Pt -0.09025 -0.04198 0.17473
27 H 5.30820 -3.50641 -0.76886
28 C 0.00408 -7.41011 -0.13555
29 C 0.25504 -4.72656 -0.73451
30 H -0.09501 -8.46195 0.09908
31 C -2.70545 -1.71447 -4.41798
32 H 2.94038 -4.08431 -0.38647
33 N -0.15383 1.86672 0.08174
34 H 1.93232 4.41686 -0.20414
35 C 2.52587 -1.39786 -2.42815
36 C -0.29044 -6.45703 0.82833
37 C -0.16613 -5.10607 0.53291
38 H -3.44128 -1.43812 -5.16202
39 C -1.35090 2.44080 0.12979
40 C -2.98178 -1.52768 -3.07043
41 C 0.99888 3.88107 -0.10899
42 O 3.32093 2.02212 -0.22315
43 O 1.91633 0.29103 0.03420
44 H -0.26344 5.61173 -0.10984
45 H -2.24406 -1.70300 -1.06459
46 H -1.27387 -2.38998 -5.86926
47 O -0.03354 -2.09355 0.30287
48 H 1.74867 -0.77886 -2.85824
49 O -2.11478 0.18404 0.30505
50 C -0.23191 4.53135 -0.05633
51 C 3.19888 -3.24756 -1.02467

E (hartree): -3749.566141
Energy relative to the best compared isomer or geometry (same formula, charge and spin) (eV): 0.000
E_LUMO (eV): 0.000

---

Entry 2:
The following is a quantum chemistry calculation of C25H18BrCl3LiN3O2S as an isolated structure, from OMol25.

Atoms and positions in Å:
1 Cl -5.30833 -2.43555 -1.88914
2 H 3.84631 4.29768 0.41597
3 H 2.24950 -2.83413 -1.76196
4 C 5.06960 2.64364 -0.14070
5 C -3.33359 4.96345 0.22692
6 Cl -3.76735 -2.98046 0.49118
7 H 3.24816 -6.20461 1.45693
8 O -0.10828 -1.35949 0.47189
9 C -4.44456 2.79517 0.72603
10 C 1.10332 -6.30222 1.43607
11 Li -0.16559 0.55326 -0.08150
12 H -4.27867 5.48395 0.32254
13 H 3.94945 -0.41170 -1.09477
14 H 6.04619 0.82932 -0.74931
15 N -1.97839 1.51315 0.45090
16 C -4.33704 1.44929 0.89723
17 H -2.95243 -0.21685 0.88373
18 C 5.09390 1.31224 -0.57001
19 C 2.66226 2.58012 -0.11269
20 C 2.32745 -5.66136 1.28899
21 C -0.04378 -4.25899 0.88174
22 H -0.95324 -3.68947 0.73797
23 C 1.17991 -3.63417 0.72482
24 H -5.19535 0.83575 1.13666
25 C 3.87029 3.26423 0.08764
26 H 0.45998 -2.94630 -1.76332
27 Cl -3.18788 -4.41274 -1.93936
28 N -2.02437 -1.05489 -2.10802
29 C -0.95755 4.94710 -0.21343
30 H 3.31853 -3.80148 0.84473
31 H 1.52324 4.30958 0.53633
32 C -2.75451 -1.83209 -1.68634
33 S 1.28093 -1.92908 0.20759
34 C 3.92227 0.61923 -0.75944
35 C -2.18955 5.63299 -0.08762
36 C 1.31792 -2.30927 -1.54421
37 C -3.06865 0.85202 0.74579
38 H 1.27336 -1.36435 -2.07671
39 N 0.27738 2.81381 -0.15245
40 C -3.71355 -2.86953 -1.26538
41 H -2.21682 6.70270 -0.25194
42 O 1.56598 0.55636 -0.69768
43 H -0.06827 5.49280 -0.50396
44 C 2.36930 -4.31733 0.94067
45 C -0.07949 -5.59915 1.24003
46 H -5.40143 3.29597 0.82258
47 C 1.42821 3.30075 0.11235
48 H -1.03291 -6.09549 1.36931
49 C -0.87660 3.59648 -0.00730
50 Br 6.70117 3.58134 0.11322
51 C -2.07306 2.87251 0.29450
52 H 1.07118 -7.34808 1.71310
53 C -3.29465 3.55802 0.41778
54 C 2.65010 1.21590 -0.53797

E (hartree): -5638.581804
Energy relative to the best compared isomer or geometry (same formula, charge and spin) (eV): 0.000
E_LUMO (eV): -0.127